Record 1
{"formula": "C41H105N5O34P6", "method": "wB97M-V/def2-TZVPD", "symbols": ["C", "C", "O", "P", "O", "O", "C", "C", "O", "C", "C", "H", "H", "H", "H", "H", "H", "H", "H", "H", "H", "H", "H", "H", "H", "H", "C", "C", "O", "P", "O", "O", "C", "C", "O", "C", "C", "H", "H", "H", "H", "H", "H", "H", "H", "H", "H", "H", "H", "H", "H", "H", "C", "C", "O", "P", "O", "O", "C", "C", "O", "C", "C", "H", "H", "H", "H", "H", "H", "H", "H", "H", "H", "H", "H", "H", "H", "H", "C", "C", "O", "P", "O", "O", "C", "C", "O", "C", "C", "H", "H", "H", "H", "H", "H", "H", "H", "H", "H", "H", "H", "H", "H", "H", "C", "C", "O", "P", "O", "O", "C", "C", "O", "C", "C", "H", "H", "H", "H", "H", "H", "H", "H", "H", "H", "H", "H", "H", "H", "H", "C", "C", "O", "P", "O", "O", "C", "C", "O", "C", "C", "H", "H", "H", "H", "H", "H", "H", "H", "H", "H", "H", "H", "H", "H", "H", "C", "N", "O", "O", "H", "H", "H", "C", "N", "O", "O", "H", "H", "H", "C", "N", "O", "O", "H", "H", "H", "C", "N", "O", "O", "H", "H", "H", "C", "N", "O", "O", "H", "H", "H"], "xyz": [[4.225, -1.846, -3.906], [2.746, -1.840, -4.203], [2.409, -0.822, -5.130], [1.026, -0.680, -5.952], [0.983, 0.367, -7.001], [-0.002, -0.415, -4.670], [0.105, 0.673, -3.812], [-1.320, 0.829, -3.135], [0.842, -2.208, -6.434], [-0.280, -2.664, -7.144], [-1.466, -2.780, -6.318], [4.905, -1.707, -4.747], [4.660, -0.959, -3.446], [4.459, -2.738, -3.325], [2.488, -2.755, -4.737], [2.148, -1.789, -3.293], [0.891, 0.515, -3.074], [0.330, 1.591, -4.355], [-2.168, 0.741, -3.815], [-1.408, -0.036, -2.477], [-1.461, 1.720, -2.524], [-0.407, -2.050, -8.036], [-0.118, -3.643, -7.595], [-2.380, -3.065, -6.840], [-1.385, -3.460, -5.470], [-1.686, -1.823, -5.844], [-2.402, -1.561, 0.952], [-3.841, -1.578, 0.446], [-4.060, -2.742, -0.320], [-4.072, -2.675, -1.926], [-2.798, -2.259, -2.501], [-4.549, -4.193, -2.258], [-3.500, -5.152, -2.731], [-3.243, -5.009, -4.153], [-5.409, -1.699, -2.225], [-5.546, -0.999, -3.487], [-5.382, -1.858, -4.736], [-2.106, -0.572, 1.301], [-2.423, -2.243, 1.802], [-1.665, -1.908, 0.228], [-4.465, -1.692, 1.332], [-4.131, -0.647, -0.040], [-2.660, -4.949, -2.067], [-3.940, -6.129, -2.531], [-4.120, -5.375, -4.688], [-3.108, -3.974, -4.466], [-2.403, -5.512, -4.632], [-6.528, -0.540, -3.365], [-4.779, -0.227, -3.546], [-6.090, -2.685, -4.778], [-5.695, -1.273, -5.601], [-4.345, -2.127, -4.938], [0.724, -6.280, 3.793], [-0.246, -5.173, 3.406], [-1.148, -4.788, 4.413], [-0.826, -3.512, 5.352], [0.367, -3.675, 6.254], [-0.707, -2.375, 4.228], [-0.665, -1.062, 4.621], [-2.070, -0.482, 4.641], [-2.251, -3.224, 6.100], [-2.330, -3.073, 7.530], [-2.273, -4.356, 8.351], [0.178, -7.091, 4.276], [1.337, -6.633, 2.964], [1.492, -5.848, 4.434], [0.204, -4.286, 2.959], [-0.752, -5.662, 2.573], [-0.071, -0.946, 5.527], [-0.038, -0.613, 3.851], [-2.642, -0.637, 5.556], [-2.009, 0.576, 4.384], [-2.588, -1.042, 3.863], [-1.505, -2.457, 7.887], [-3.297, -2.671, 7.830], [-1.247, -4.713, 8.250], [-2.367, -4.138, 9.414], [-3.014, -5.055, 7.962], [9.546, -0.079, 6.370], [8.471, 0.253, 5.394], [7.443, -0.730, 5.497], [5.988, -0.460, 6.169], [5.247, -1.682, 6.498], [6.345, 0.486, 7.395], [5.421, 1.287, 8.106], [6.233, 2.352, 8.870], [5.307, 0.592, 5.140], [4.834, 0.024, 3.929], [5.964, -0.073, 2.932], [9.232, -0.014, 7.412], [9.930, -1.099, 6.377], [10.392, 0.605, 6.303], [8.152, 1.283, 5.553], [8.858, 0.282, 4.375], [4.704, 1.653, 7.371], [4.910, 0.566, 8.744], [7.080, 1.919, 9.403], [6.567, 3.109, 8.160], [5.642, 2.757, 9.691], [4.388, -0.942, 4.167], [4.073, 0.687, 3.517], [6.464, 0.880, 2.761], [6.750, -0.780, 3.197], [5.606, -0.397, 1.954], [-3.924, 2.052, -1.060], [-5.341, 2.280, -0.649], [-6.151, 1.140, -0.882], [-7.762, 1.271, -0.766], [-8.301, 1.652, 0.565], [-8.337, -0.200, -1.240], [-8.115, -1.322, -0.331], [-8.434, -2.663, -1.027], [-8.112, 2.264, -1.993], [-9.456, 2.437, -2.459], [-9.391, 3.631, -3.515], [-3.343, 1.301, -0.525], [-3.883, 1.727, -2.100], [-3.493, 3.038, -0.887], [-5.477, 2.470, 0.415], [-5.783, 3.038, -1.296], [-7.100, -1.380, 0.063], [-8.710, -1.133, 0.562], [-7.844, -2.840, -1.927], [-8.234, -3.427, -0.275], [-9.491, -2.728, -1.285], [-9.797, 1.524, -2.948], [-10.119, 2.593, -1.609], [-8.754, 4.416, -3.111], [-8.958, 3.299, -4.459], [-10.396, 3.993, -3.732], [4.333, 8.243, -4.974], [3.820, 6.936, -4.339], [4.011, 5.891, -5.221], [3.944, 4.431, -4.564], [5.037, 4.205, -3.590], [2.467, 4.378, -3.939], [2.155, 3.606, -2.782], [0.859, 4.108, -2.156], [3.844, 3.518, -5.881], [2.769, 3.609, -6.731], [3.103, 2.898, -7.956], [5.381, 8.039, -5.190], [3.736, 8.586, -5.819], [4.247, 9.010, -4.204], [4.351, 6.909, -3.387], [2.755, 6.934, -4.106], [2.125, 2.541, -3.008], [2.980, 3.707, -2.077], [0.858, 3.528, -1.234], [0.968, 5.185, -2.022], [-0.050, 3.912, -2.724], [1.905, 3.102, -6.302], [2.440, 4.633, -6.910], [4.045, 3.210, -8.408], [3.177, 1.851, -7.660], [2.348, 2.999, -8.735], [0.320, 0.443, -0.139], [1.040, -0.259, 1.025], [0.735, -1.403, 1.315], [1.796, 0.448, 1.667], [0.383, -0.303, -0.931], [0.970, 1.252, -0.474], [-0.689, 0.779, 0.098], [1.693, 2.254, 4.087], [1.491, 3.471, 4.999], [0.368, 3.981, 5.129], [2.534, 3.905, 5.522], [0.959, 2.331, 3.285], [1.593, 1.302, 4.609], [2.715, 2.327, 3.716], [-2.583, 4.109, 2.366], [-1.619, 3.167, 1.787], [-0.747, 3.463, 0.981], [-1.928, 2.020, 2.090], [-3.397, 4.297, 1.667], [-2.308, 5.155, 2.509], [-3.046, 3.870, 3.323], [3.344, -3.637, 0.994], [3.436, -5.149, 0.703], [4.536, -5.674, 0.508], [2.367, -5.753, 0.660], [2.639, -3.454, 1.805], [3.036, -3.254, 0.021], [4.347, -3.253, 1.180], [4.995, 1.392, -0.310], [4.166, 0.288, -0.793], [3.142, 0.564, -1.378], [4.526, -0.863, -0.589], [5.333, 1.971, -1.169], [5.879, 1.033, 0.217], [4.389, 1.940, 0.412]], "mulliken_spin": [0.00, 0.00, 0.00, 0.00, 0.00, 0.00, 0.00, -0.03, 0.00, 0.00, 0.00, 0.00, 0.00, 0.00, 0.00, 0.00, 0.00, 0.00, 0.00, -0.01, 0.03, 0.00, 0.00, 0.00, 0.00, 0.00, -0.01, -0.03, 0.00, 0.00, 0.00, 0.00, 0.00, 0.00, 0.00, 0.00, 0.00, 0.02, 0.00, 0.00, 0.00, 0.02, 0.00, 0.00, 0.00, 0.00, 0.00, 0.00, 0.00, 0.00, 0.00, 0.00, 0.00, 0.00, 0.00, 0.00, 0.00, -0.01, 0.00, -0.01, 0.00, 0.00, 0.00, 0.00, 0.00, 0.00, 0.00, 0.00, 0.00, 0.01, 0.00, 0.00, 0.00, 0.00, 0.00, 0.00, 0.00, 0.00, 0.00, 0.00, 0.00, 0.00, 0.00, 0.00, 0.00, 0.00, 0.00, 0.00, 0.00, 0.00, 0.00, 0.00, 0.00, 0.00, 0.00, 0.00, 0.00, 0.00, 0.00, 0.00, 0.00, 0.00, 0.00, 0.00, -0.07, 0.09, -0.04, 0.00, 0.00, 0.00, 0.00, 0.00, 0.00, 0.00, 0.00, 0.04, 0.01, 0.00, 0.00, 0.00, 0.00, 0.00, 0.00, 0.00, 0.00, 0.00, 0.00, 0.00, 0.00, 0.00, 0.00, 0.00, 0.00, 0.00, 0.00, 0.00, 0.00, 0.01, 0.00, 0.00, 0.00, 0.00, 0.00, 0.00, 0.00, 0.00, 0.00, 0.00, 0.01, -0.01, 0.00, 0.00, 0.00, 0.00, 0.00, 0.00, -0.04, 0.00, 0.00, 0.00, 0.00, -0.02, 0.05, -0.03, 0.00, 0.00, 0.00, 0.04, 0.00, 0.00, -0.02, 0.50, 0.24, 0.20, 0.02, 0.01, 0.01, 0.00, 0.00, 0.00, 0.00, 0.00, 0.00, 0.00, 0.00, 0.00, 0.00, 0.00, 0.00, 0.00, 0.00], "total_charge": -1, "e_homo_ev": [-1.74, -5.52], "e_lumo_ev": [1.5, 1.5], "multiplicity": 2}

=====

Record 2
{"formula": "C39H40BrCaClIN6O3PS", "method": "wB97M-V/def2-TZVPD", "symbols": ["Ca", "C", "C", "N", "C", "C", "S", "C", "C", "N", "H", "H", "H", "H", "H", "H", "H", "H", "H", "H", "H", "H", "H", "H", "Br", "C", "C", "C", "C", "C", "C", "I", "H", "H", "H", "H", "N", "C", "C", "C", "N", "C", "N", "O", "P", "C", "C", "C", "C", "C", "C", "C", "C", "C", "C", "C", "C", "C", "C", "C", "C", "C", "C", "H", "H", "H", "H", "H", "H", "H", "H", "H", "H", "H", "H", "H", "H", "H", "Cl", "C", "C", "O", "O", "H", "H", "C", "C", "C", "N", "H", "H", "H", "H", "H"], "xyz": [[-0.203, -0.338, -0.202], [-1.403, 0.672, 2.830], [-0.661, 1.823, 2.138], [0.702, 1.452, 1.757], [1.605, 1.337, 2.901], [2.592, 0.178, 2.804], [1.868, -1.396, 2.279], [0.587, -1.621, 3.550], [-0.823, -1.738, 2.986], [-1.232, -0.614, 2.147], [-2.461, 0.943, 2.901], [-1.052, 0.574, 3.860], [-0.685, 2.691, 2.814], [-1.186, 2.108, 1.226], [1.054, 2.122, 1.085], [1.005, 1.216, 3.804], [2.179, 2.259, 3.050], [3.103, 0.052, 3.760], [3.361, 0.387, 2.059], [0.665, -0.798, 4.260], [0.811, -2.533, 4.104], [-1.508, -1.886, 3.834], [-0.885, -2.629, 2.358], [-2.085, -0.884, 1.673], [5.495, 3.026, -1.613], [4.470, 2.238, -2.995], [4.633, 2.735, -4.282], [3.899, 2.200, -5.329], [3.001, 1.169, -5.096], [2.836, 0.675, -3.811], [3.571, 1.206, -2.757], [3.271, 0.381, -0.866], [5.337, 3.537, -4.453], [4.029, 2.593, -6.328], [2.411, 0.764, -5.905], [2.137, -0.127, -3.619], [-0.285, 0.086, -2.626], [-0.633, 0.125, -3.731], [-1.065, 0.134, -5.058], [-0.394, 0.945, -5.998], [0.161, 1.626, -6.749], [-2.190, -0.634, -5.426], [-3.122, -1.253, -5.715], [-2.342, 0.682, -0.305], [-3.704, 0.387, -0.877], [-4.073, -1.351, -1.081], [-4.512, -2.095, 0.016], [-4.657, -3.466, -0.095], [-4.359, -4.099, -1.295], [-3.921, -3.365, -2.386], [-3.774, -1.991, -2.279], [-3.919, 1.199, -2.463], [-3.006, 2.183, -2.831], [-3.168, 2.851, -4.035], [-4.227, 2.533, -4.872], [-5.137, 1.551, -4.507], [-4.988, 0.887, -3.301], [-4.968, 1.067, 0.223], [-4.587, 2.068, 1.112], [-5.529, 2.663, 1.938], [-6.855, 2.263, 1.875], [-7.242, 1.271, 0.985], [-6.303, 0.674, 0.159], [-4.745, -1.602, 0.952], [-4.999, -4.043, 0.755], [-4.471, -5.173, -1.379], [-3.684, -3.853, -3.321], [-3.436, -1.428, -3.139], [-2.164, 2.390, -2.181], [-2.457, 3.611, -4.337], [-4.334, 3.042, -5.821], [-5.947, 1.284, -5.171], [-5.685, 0.104, -3.029], [-3.550, 2.378, 1.145], [-5.229, 3.441, 2.629], [-7.591, 2.726, 2.520], [-8.277, 0.960, 0.935], [-6.607, -0.106, -0.528], [-0.269, -4.511, -2.890], [-0.107, -4.433, -1.109], [-0.121, -2.974, -0.683], [0.950, -2.326, -0.731], [-1.225, -2.473, -0.323], [0.837, -4.903, -0.850], [-0.953, -4.962, -0.681], [0.560, 3.865, -4.157], [0.511, 4.478, -2.758], [0.463, 3.446, -1.724], [0.439, 2.612, -0.937], [0.551, 4.652, -4.909], [-0.296, 3.215, -4.333], [1.461, 3.268, -4.292], [-0.368, 5.114, -2.630], [1.391, 5.096, -2.568]], "lowdin_charge": [1.19, -0.19, -0.23, -0.13, -0.27, -0.49, 0.87, -0.44, -0.27, -0.14, 0.11, 0.11, 0.12, 0.07, 0.04, 0.10, 0.13, 0.08, 0.01, 0.07, 0.08, 0.12, 0.11, 0.08, 0.70, -0.75, -0.14, -0.08, -0.09, -0.15, -0.72, 1.06, 0.10, 0.11, 0.09, 0.08, 0.11, -0.21, -0.27, -0.26, 0.14, -0.25, 0.14, -0.45, 0.82, -0.29, -0.09, -0.07, -0.07, -0.06, -0.07, -0.27, -0.08, -0.07, -0.06, -0.07, -0.08, -0.26, -0.07, -0.07, -0.08, -0.07, -0.08, 0.11, 0.10, 0.11, 0.11, 0.08, 0.08, 0.09, 0.11, 0.11, 0.11, 0.09, 0.11, 0.11, 0.11, 0.11, 0.57, -0.47, -0.78, -0.20, -0.14, 0.08, 0.07, -0.08, -0.20, -0.18, 0.18, 0.09, 0.04, 0.06, 0.12, 0.12], "e_homo_ev": -7.54, "de_lowest_kcal_mol": 1.9, "e_lumo_ev": 0.2}

=====

Record 3
{"formula": "C6H10S", "method": "wB97M-V/def2-TZVPD", "symbols": ["C", "C", "C", "C", "C", "C", "S", "H", "H", "H", "H", "H", "H", "H", "H", "H", "H"], "xyz": [[0.391, -0.561, 0.024], [2.327, 1.019, 0.326], [1.658, 1.620, -0.897], [0.877, 0.795, 0.202], [-2.471, -1.535, 0.550], [-1.776, -0.719, -0.569], [1.194, -1.936, 0.309], [3.128, 0.312, 0.407], [2.576, 1.797, 0.998], [1.411, 2.621, -0.939], [1.878, 1.019, -1.774], [0.304, 1.470, 0.890], [-3.354, -2.021, 0.185], [-2.785, -0.847, 1.340], [-1.720, -2.231, 0.920], [-1.703, -1.118, -1.580], [-1.936, 0.313, -0.391]], "nbo_charge": [-0.08, -0.41, -0.37, -0.39, -0.66, -0.30, 0.03, 0.24, 0.21, 0.22, 0.22, 0.24, 0.21, 0.21, 0.23, 0.21, 0.19], "e_homo_ev": -7.81, "de_lowest_kcal_mol": 104.1, "e_lumo_ev": 0.1}

=====

Record 4
{"formula": "C3H9IN3", "method": "wB97M-V/def2-TZVPD", "symbols": ["C", "C", "I", "N", "C", "N", "N", "H", "H", "H", "H", "H", "H", "H", "H", "H"], "xyz": [[-1.007, -2.370, -0.417], [-0.932, -1.246, 0.454], [-2.562, -0.554, 1.542], [0.140, -0.492, 0.431], [0.487, 0.861, 0.873], [0.341, 1.823, -0.141], [1.473, 1.935, -1.057], [-1.502, -3.279, -0.132], [-1.637, -1.907, -1.205], [-0.127, -2.563, -0.923], [0.902, -1.029, 0.090], [1.417, 0.801, 1.398], [-0.213, 1.069, 1.765], [-0.493, 2.422, -0.170], [2.279, 2.253, -0.562], [1.435, 2.275, -1.947]], "nbo_charge": [-0.72, 0.29, 0.33, -0.48, -0.08, -0.50, -0.69, 0.29, 0.29, 0.25, 0.42, 0.22, 0.23, 0.41, 0.36, 0.39], "total_charge": 1, "e_homo_ev": -12.29, "de_lowest_kcal_mol": 49.0, "e_lumo_ev": -4.5}

=====

> What is the formula in the fourth record?

C3H9IN3